No. 1
Here is C24H19BiI2N5O2SSe as an isolated structure from the OMol25 dataset. Energies are from ωB97M-V/def2-TZVPD.

Geometry as XYZ:
```
55
Properties=species:S:1:pos:R:3:forces:R:3
Bi -0.02731 -0.60264 -0.40534 0.28 -0.71 -0.32
I 5.08047 1.47216 5.46457 -0.10 -0.03 -0.25
I 4.72941 1.49454 -0.58428 -0.01 -0.04 0.26
Se -1.14015 -3.75805 1.73176 -0.01 0.19 0.18
S -2.48451 0.28854 -0.13163 -0.49 -0.01 -0.12
O -0.66630 0.51978 -2.47957 -0.14 -0.01 0.12
O 2.25544 -0.25128 0.19346 -0.24 -0.33 0.20
N -1.24796 -2.65989 0.26705 0.21 0.38 0.06
N -0.12425 -0.40847 2.00224 -0.09 0.06 -0.11
N -1.84969 1.09977 -2.62355 -0.08 0.13 -0.05
N -0.99023 -5.24083 0.76499 0.08 -0.48 -0.04
N 0.31434 1.66646 0.23508 0.30 0.64 0.26
C -1.07342 -4.89057 -0.53078 -0.04 0.20 0.00
C 2.81244 0.13290 1.29975 0.22 0.24 -0.06
C -1.32540 -4.00208 -3.16767 -0.01 0.03 -0.07
C -0.99577 -5.80870 -1.59601 -0.01 0.05 -0.02
C 0.32825 1.96015 1.53991 -0.06 -0.05 -0.27
C -4.25623 2.35967 -3.06123 0.06 -0.07 0.08
C 2.28663 -0.18448 2.57386 0.03 -0.10 -0.06
C 0.83144 2.52984 -0.64386 -0.05 -0.15 0.03
C -3.29547 2.30924 -4.07170 -0.01 -0.03 0.02
C -1.24904 -3.49153 -0.81756 -0.02 -0.14 0.00
C 2.94242 0.19882 3.73594 -0.11 0.07 -0.03
C 4.10947 0.93595 3.67563 0.13 0.09 0.38
C 0.88641 3.13635 2.00547 -0.01 0.19 0.14
C 1.38136 3.73238 -0.25415 0.04 0.10 0.06
C -0.36982 0.97236 2.43368 -0.05 0.04 0.12
C -3.98441 1.76042 -1.85559 -0.10 0.10 -0.11
C -2.11044 1.67577 -3.81948 -0.01 0.09 -0.13
C 1.42229 4.03608 1.09943 -0.03 -0.13 -0.08
C 1.05534 -1.03575 2.65185 0.27 -0.05 0.00
C -1.39917 -3.07061 -2.14589 0.07 0.01 -0.01
C -1.11630 -5.35809 -2.89298 0.00 -0.04 -0.02
C 4.63845 1.31538 2.44938 -0.04 0.02 -0.01
C -2.76717 1.10609 -1.62131 0.13 -0.05 0.12
C 3.98608 0.92822 1.29898 -0.06 -0.05 -0.46
H -1.59583 -2.02704 -2.37194 -0.04 -0.03 -0.03
H 1.78945 4.40453 -0.99489 0.02 -0.02 0.00
H 0.79570 2.21084 -1.67841 0.04 0.05 -0.02
H 1.23687 -1.98940 2.15215 -0.12 -0.04 -0.02
H 2.52872 -0.08916 4.69534 0.02 0.00 0.01
H -0.84499 -6.85529 -1.36768 -0.01 0.00 -0.01
H -1.44117 1.16438 2.35250 -0.02 -0.02 0.04
H -4.70523 1.76490 -1.05104 0.00 0.00 0.00
H 0.90285 3.34515 3.06717 0.02 -0.06 0.01
H 0.81922 -1.24306 3.69867 -0.03 -0.02 0.00
H -1.05809 -6.06160 -3.71383 -0.01 -0.01 0.01
H 5.54500 1.90154 2.39161 -0.01 0.00 0.01
H -0.06711 1.12071 3.47242 0.01 0.00 0.00
H -0.94386 -0.97998 2.18498 -0.02 0.02 0.10
H -5.20279 2.85523 -3.22636 -0.01 -0.01 0.02
H -1.44892 -3.67893 -4.19370 0.02 0.01 0.01
H 1.88084 4.95317 1.44323 -0.02 0.01 0.02
H -3.46793 2.74722 -5.04338 0.04 0.01 0.01
H -1.30991 1.58888 -4.53728 0.05 -0.05 0.05
```
Positions in Å, forces in eV/Å.

The spin multiplicity is 2. The charge is 0. The value obtained for the frontier orbital gap (alpha / beta) is 5.32 / 7.40 eV.

Need the Mulliken charges? In units of e they are:
1 Bi 1.417
2 I 0.049
3 I 0.011
4 Se 0.059
5 S -0.442
6 O -0.806
7 O -0.855
8 N -0.415
9 N -0.317
10 N 0.626
11 N -0.837
12 N 0.431
13 C 0.342
14 C 0.634
15 C -0.939
16 C -0.724
17 C 1.078
18 C -0.249
19 C 0.715
20 C -0.338
21 C -0.690
22 C 0.881
23 C -0.736
24 C -0.377
25 C -0.978
26 C -0.917
27 C -1.414
28 C -0.780
29 C -0.272
30 C -0.428
31 C -1.040
32 C -0.304
33 C -0.418
34 C -0.343
35 C 0.625
36 C -0.373
37 H 0.432
38 H 0.428
39 H 0.567
40 H 0.268
41 H 0.405
42 H 0.413
43 H 0.529
44 H 0.442
45 H 0.502
46 H 0.476
47 H 0.356
48 H 0.395
49 H 0.483
50 H 0.363
51 H 0.393
52 H 0.385
53 H 0.423
54 H 0.420
55 H 0.448

No. 2
Here is C24H19BrCoN4O2S3 as an isolated structure from the OMol25 dataset. Energies are from ωB97M-V/def2-TZVPD.

Geometry as XYZ:
```
54
Properties=species:S:1:pos:R:3:forces:R:3
Br 2.15788 -1.05699 -0.57602 0.22 -0.24 -0.02
Co -0.24860 -1.46904 0.11694 -0.31 0.42 -0.13
S -0.11727 -4.67390 2.84482 -0.03 -0.06 0.28
S 0.10999 -1.58530 2.51305 0.09 -0.09 -0.13
S -0.52743 -7.24410 1.41844 -0.10 0.10 -0.08
O -2.00505 -1.24154 -0.57754 -0.02 0.04 0.19
O -4.34948 -2.21693 -0.23259 -0.44 0.06 0.15
N -0.23435 -3.38276 0.68726 -0.14 -0.12 -0.52
N -0.28307 0.48738 0.07255 0.02 -0.63 0.21
N -1.53454 0.86787 0.26577 -0.17 -0.24 -0.07
N -0.39417 -4.72701 0.33975 -0.04 0.37 -0.13
C 0.72972 1.22676 0.30792 0.50 0.25 -0.06
C 4.22032 2.93178 2.01851 0.02 0.02 0.06
C -1.60015 -4.38687 -3.15062 0.00 0.01 -0.02
C -4.66435 -1.08113 0.43359 0.00 -0.18 0.00
C 3.36843 2.68332 0.94281 0.03 -0.15 0.00
C -0.38110 -5.60437 1.38236 0.21 0.30 -0.14
C -0.08192 -3.18674 1.96014 0.02 -0.36 0.31
C -2.55569 0.01597 -0.39017 0.28 0.00 0.18
C 4.37196 4.21784 2.51418 -0.03 0.00 -0.02
C 2.70146 3.75264 0.34811 -0.02 0.06 -0.06
C -5.87412 -1.04327 1.12119 -0.11 0.00 0.04
C -0.61929 -5.01617 -1.04952 -0.10 0.02 0.11
C -6.25187 0.09045 1.81924 0.00 -0.07 0.00
C -0.34768 -6.42116 -2.97005 0.02 0.00 0.02
C -1.36957 -4.12397 -1.80957 0.01 -0.07 0.08
C -0.10080 -6.16562 -1.62687 0.18 -0.07 -0.05
C -5.42247 1.20544 1.84492 0.01 -0.03 -0.03
C 2.08378 0.70670 0.14302 -0.58 -0.21 -0.02
C 2.85835 5.04157 0.83899 0.03 -0.02 0.03
C 3.68778 5.27651 1.92753 0.02 -0.03 0.01
C -3.81870 0.03223 0.44637 -0.14 0.00 0.04
C -4.22067 1.16150 1.15651 0.05 0.05 -0.02
C -1.09718 -5.53972 -3.73655 0.01 -0.04 0.04
C 3.23024 1.29534 0.44471 0.38 0.44 0.17
H -2.78412 0.44996 -1.36993 -0.01 0.12 -0.19
H 0.05766 -7.32228 -3.41458 -0.03 0.04 0.01
H -5.70842 2.09730 2.38923 0.02 -0.06 -0.03
H 0.61419 2.24058 0.67574 -0.04 0.04 -0.08
H 4.75591 2.10643 2.47587 -0.03 0.05 -0.02
H -7.19530 0.10063 2.35349 0.05 0.00 -0.04
H 5.02603 4.39439 3.35991 -0.03 0.00 -0.05
H -3.59109 2.04726 1.17750 -0.08 -0.07 0.00
H -1.29460 -5.75369 -4.78051 0.04 0.02 0.06
H 4.14385 0.71728 0.34503 -0.05 0.07 -0.01
H 2.34132 5.86531 0.36271 0.01 -0.02 0.01
H -3.41167 -2.12474 -0.49290 0.24 0.01 -0.06
H -6.50068 -1.92750 1.09183 0.03 0.07 0.02
H 0.49223 -6.85308 -1.04023 -0.07 0.06 -0.03
H -1.71447 1.82144 0.52226 0.01 0.25 -0.10
H 2.08314 3.57972 -0.52699 0.05 0.02 0.06
H -2.18987 -3.68759 -3.73249 0.03 -0.05 0.05
H -1.78176 -3.23547 -1.36056 0.00 0.03 0.01
H 3.81386 6.28332 2.30923 -0.02 -0.07 -0.02
```
Positions in Å, forces in eV/Å.

The spin multiplicity is 2. The charge is 0. The value obtained for the frontier orbital gap (alpha / beta) is 7.06 / 7.12 eV.

Need the Mulliken charges? In units of e they are:
1 Br -0.147
2 Co -0.137
3 S -0.152
4 S -0.317
5 S -0.331
6 O -0.833
7 O -0.698
8 N 0.190
9 N -0.082
10 N -0.134
11 N 0.008
12 C -0.027
13 C -0.450
14 C -0.810
15 C 0.259
16 C 0.369
17 C 0.224
18 C 0.441
19 C 0.702
20 C -0.491
21 C -0.393
22 C -0.687
23 C 0.435
24 C -0.351
25 C -0.639
26 C 0.720
27 C -0.565
28 C -0.878
29 C 0.257
30 C -0.549
31 C -0.435
32 C 0.696
33 C -0.612
34 C -0.507
35 C -0.822
36 H 0.084
37 H 0.366
38 H 0.376
39 H 0.542
40 H 0.424
41 H 0.383
42 H 0.377
43 H 0.220
44 H 0.394
45 H 0.427
46 H 0.378
47 H 0.416
48 H 0.426
49 H 0.394
50 H 0.292
51 H 0.568
52 H 0.424
53 H -0.122
54 H 0.379

Number 1: largest force on an atom 0.827 eV Å⁻¹, total energy -4959.789381 a.u.. Number 2: largest force on an atom 0.668 eV Å⁻¹, total energy -6446.768251 a.u..